(a)
Formula: C9H12N3
Source: the OMol25 dataset
Level of theory: ωB97M-V/def2-TZVPD

Its HOMO-LUMO gap is 0.3098 Ha. The net charge is +1.

CARTESIAN COORDINATES (ANGSTROEM)
C (-2.960, 0.243, 0.248)
C (-2.323, -0.793, 0.836)
C (-1.003, -1.085, 0.391)
N (-0.330, -2.096, 0.128)
C (0.835, -1.867, -0.651)
C (0.971, -0.345, -1.007)
C (2.245, 0.276, -0.422)
C (1.826, 0.649, 0.994)
N (0.469, 1.203, 0.785)
C (-0.171, 0.375, -0.300)
N (-1.083, 1.206, -0.995)
C (-2.329, 1.105, -0.741)
H (-3.985, 0.470, 0.503)
H (-2.802, -1.446, 1.552)
H (0.737, -2.482, -1.549)
H (1.707, -2.253, -0.114)
H (0.913, -0.211, -2.086)
H (2.528, 1.161, -0.991)
H (3.083, -0.416, -0.426)
H (1.749, -0.244, 1.617)
H (2.480, 1.377, 1.470)
H (-0.109, 1.226, 1.631)
H (0.523, 2.163, 0.414)
H (-2.971, 1.783, -1.289)



(b)
Formula: C9H12N3
Source: the OMol25 dataset
Level of theory: ωB97M-V/def2-TZVPD

Its HOMO-LUMO gap (alpha / beta) is 0.2754 / 0.3392 Ha. The net charge is +1.

CARTESIAN COORDINATES (ANGSTROEM)
C (2.716, -1.683, -2.104)
C (-1.310, 0.718, 1.222)
C (-0.451, -0.004, 2.072)
C (-1.218, 0.733, -0.134)
C (0.367, -0.813, 0.063)
C (-0.234, 0.069, 3.482)
C (-2.022, 1.719, -0.860)
C (-0.040, 0.109, -2.188)
C (2.841, -1.945, -0.742)
N (2.590, -1.748, -3.261)
N (0.384, -0.742, 1.362)
N (-0.330, -0.042, -0.770)
H (-2.086, 1.285, 1.710)
H (0.702, 0.588, 3.649)
H (-1.035, 0.658, 3.970)
H (-0.039, -0.967, 3.909)
H (-1.287, 2.022, -1.718)
H (-3.040, 1.226, -1.299)
H (-2.315, 2.465, -0.154)
H (0.352, 1.117, -2.471)
H (0.657, -0.583, -2.516)
H (-1.005, -0.054, -2.727)
H (2.978, -2.983, -0.455)
H (2.827, -1.146, -0.040)



(a) ends up most stable, edging out the next structure by 0.1316 hartree.



(a)
Formula: C3H10N2O2
Source: the OMol25 dataset
Level of theory: ωB97M-V/def2-TZVPD

Its HOMO-LUMO gap (alpha / beta) is 0.0995 / 0.3407 Ha. The spin multiplicity is 2. The net charge is -1.

CARTESIAN COORDINATES (ANGSTROEM)
C (-1.307, 0.705, -0.496)
N (-0.238, 0.470, 0.482)
C (0.892, 1.371, 0.378)
C (2.136, 0.808, 1.009)
N (2.035, -0.392, 1.640)
O (3.226, 1.347, 0.862)
H (-1.100, 1.471, -1.243)
H (-2.274, 0.876, -0.012)
H (-1.524, -0.200, -1.072)
H (-0.696, 0.479, 1.378)
H (0.643, 2.385, 0.739)
H (1.186, 1.583, -0.648)
H (1.127, -0.778, 1.865)
H (2.854, -0.696, 2.142)
H (-3.051, -2.803, -2.274)
H (-1.547, -3.183, -2.592)
O (-2.361, -3.443, -2.157)



(b)
Formula: C3H10N2O2
Source: the OMol25 dataset
Level of theory: ωB97M-V/def2-TZVPD

Its HOMO-LUMO gap (alpha / beta) is 0.3241 / 0.1803 Ha. The spin multiplicity is 2. The net charge is -1.

CARTESIAN COORDINATES (ANGSTROEM)
N (-0.284, 0.237, -1.396)
C (0.495, 0.780, -0.204)
C (-0.360, 1.001, 1.025)
C (1.855, 0.015, 0.036)
N (1.942, -0.519, 1.209)
O (2.660, 0.136, -0.899)
H (-1.209, -0.118, -1.037)
H (0.035, -2.277, -0.154)
H (0.787, 1.797, -0.514)
H (-0.840, 0.049, 1.271)
H (0.244, 1.340, 1.877)
H (-1.139, 1.781, 0.905)
H (2.636, -1.249, 1.127)
H (-0.580, -2.592, -0.411)
H (-0.316, 0.758, -2.259)
H (-3.410, -0.676, -0.440)
O (-2.517, -0.466, -0.136)



(a) ends up most stable, edging out the next structure by 0.0711 hartree.



(a)
Formula: C3H6N2O
Source: the OMol25 dataset
Level of theory: ωB97M-V/def2-TZVPD

Its HOMO-LUMO gap (alpha / beta) is 0.2251 / 0.2976 Ha. The spin multiplicity is 3.

CARTESIAN COORDINATES (ANGSTROEM)
C (2.372, -0.755, 0.345)
C (0.385, 0.581, -0.130)
C (-2.008, 0.371, -0.115)
N (1.736, -0.123, -0.521)
N (-0.694, -0.132, -0.456)
O (0.414, 1.673, 0.363)
H (3.307, -1.210, 0.040)
H (2.076, -0.890, 1.387)
H (-1.909, 1.440, 0.065)
H (-2.709, 0.200, -0.929)
H (-2.383, -0.103, 0.800)
H (-0.586, -1.052, -0.849)



(b)
Formula: C3H6N2O
Source: the OMol25 dataset
Level of theory: ωB97M-V/def2-TZVPD

Its HOMO-LUMO gap (alpha / beta) is 0.2339 / 0.2817 Ha. The spin multiplicity is 3.

CARTESIAN COORDINATES (ANGSTROEM)
C (0.923, 1.068, -0.467)
C (-0.466, 0.737, -0.573)
C (1.133, -0.249, -0.905)
N (-0.797, -0.277, 1.153)
N (-0.045, -1.329, 1.083)
O (-0.246, -0.391, -1.330)
H (1.314, 1.644, 0.376)
H (-1.386, 1.241, -0.790)
H (2.073, -0.692, -1.302)
H (-1.823, -0.215, 0.798)
H (-0.438, 0.411, 1.738)
H (-0.242, -1.947, 0.218)



(c)
Formula: C3H6N2O
Source: the OMol25 dataset
Level of theory: ωB97M-V/def2-TZVPD

Its HOMO-LUMO gap (alpha / beta) is 0.1788 / 0.2727 Ha. The spin multiplicity is 3.

CARTESIAN COORDINATES (ANGSTROEM)
C (1.281, 0.241, 0.083)
C (-0.822, 1.416, 0.312)
C (-0.114, 0.181, -0.379)
N (2.300, 0.327, 0.545)
N (-0.005, -2.174, -0.097)
O (-0.787, -1.061, -0.009)
H (-0.742, 1.286, 1.425)
H (-0.362, 2.306, 0.044)
H (-1.726, 1.529, -0.213)
H (-0.096, 0.210, -1.531)
H (0.550, -2.119, 0.779)
H (0.523, -2.141, -0.959)



(a) ends up most stable, edging out the next structure by 0.1481 hartree.



(a)
Formula: C2H8N2S
Source: the OMol25 dataset
Level of theory: ωB97M-V/def2-TZVPD

Its HOMO-LUMO gap is 0.2402 Ha.

CARTESIAN COORDINATES (ANGSTROEM)
C (0.511, 1.747, -0.406)
S (-1.406, 1.325, -0.122)
H (0.623, 1.006, -1.094)
H (0.542, 2.788, -0.782)
H (1.140, 1.659, 0.532)
N (-0.321, -1.196, 0.738)
C (0.560, -1.450, -0.232)
N (1.812, -1.851, 0.061)
H (-0.474, -1.944, 1.488)
H (-0.947, -0.152, 0.598)
H (0.105, -1.214, -1.211)
H (2.606, -1.242, 0.006)
H (2.033, -2.558, 0.641)



(b)
Formula: C2H8N2S
Source: the OMol25 dataset
Level of theory: ωB97M-V/def2-TZVPD

Its HOMO-LUMO gap is 0.3280 Ha.

CARTESIAN COORDINATES (ANGSTROEM)
C (-1.742, -0.897, -0.051)
C (-1.271, -0.089, -1.045)
H (-2.031, -0.211, 0.743)
H (-1.652, -1.916, 0.114)
H (-1.292, 1.009, -0.934)
H (-1.495, -0.414, -2.066)
N (1.521, 1.612, -0.107)
S (1.315, -0.042, -0.587)
N (1.246, -0.772, 0.844)
H (0.683, 2.118, -0.035)
H (2.376, 1.784, 0.429)
H (0.394, -1.016, 1.278)
H (1.948, -1.166, 1.416)



(c)
Formula: C2H8N2S
Source: the OMol25 dataset
Level of theory: ωB97M-V/def2-TZVPD

Its HOMO-LUMO gap is 0.2930 Ha.

CARTESIAN COORDINATES (ANGSTROEM)
C (-0.058, -2.201, 0.488)
S (0.660, -1.017, 1.650)
H (0.236, -2.032, -0.559)
H (0.225, -3.234, 0.700)
H (-1.143, -2.118, 0.440)
N (1.116, 1.381, 0.049)
C (0.109, 1.734, -0.666)
N (-0.927, 0.905, -0.950)
H (0.878, 0.269, 0.692)
H (1.552, 2.211, 0.424)
H (0.015, 2.766, -0.990)
H (-1.816, 1.342, -0.775)
H (-0.847, -0.006, -0.502)



(c) ends up most stable, edging out the next structure by 0.0672 hartree.



(a)
Formula: H3OP
Source: the OMol25 dataset
Level of theory: ωB97M-V/def2-TZVPD

Its HOMO-LUMO gap (alpha / beta) is 0.2737 / 0.2734 Ha.

CARTESIAN COORDINATES (ANGSTROEM)
O (0.126, -1.187, -1.549)
P (0.737, 1.231, 2.384)
H (0.271, -1.788, -2.219)
H (1.098, 0.069, 1.689)
H (0.954, -1.402, -1.095)



(b)
Formula: H3OP
Source: the OMol25 dataset
Level of theory: ωB97M-V/def2-TZVPD

Its HOMO-LUMO gap (alpha / beta) is 0.2409 / 0.2414 Ha.

CARTESIAN COORDINATES (ANGSTROEM)
O (-1.758, -0.625, 0.025)
P (1.105, -0.763, -0.018)
H (-2.240, -0.150, -0.751)
H (0.504, 0.555, -0.387)
H (1.309, -0.192, 1.207)



(a) ends up most stable, edging out the next structure by 0.0656 hartree.



(a)
Formula: C4H4O2S
Source: the OMol25 dataset
Level of theory: ωB97M-V/def2-TZVPD

Its HOMO-LUMO gap is 0.2686 Ha.

CARTESIAN COORDINATES (ANGSTROEM)
C (-0.617, -0.084, 0.975)
C (-0.779, -1.079, 0.099)
C (-0.363, -0.597, -1.167)
C (0.230, 0.551, -0.951)
H (-0.156, 0.450, 3.134)
H (-0.848, -2.378, 0.305)
H (0.046, -1.381, -1.987)
H (2.195, 2.248, -1.155)
O (-1.154, 0.063, 2.241)
O (0.098, 0.875, 0.402)
S (1.349, 1.332, -1.893)



(b)
Formula: C4H4O2S
Source: the OMol25 dataset
Level of theory: ωB97M-V/def2-TZVPD

Its HOMO-LUMO gap is 0.3006 Ha.

CARTESIAN COORDINATES (ANGSTROEM)
O (-0.875, -2.456, -1.440)
C (-0.434, -1.604, -0.709)
C (-0.589, -0.167, -1.061)
C (-0.195, 0.927, -0.394)
C (0.527, 1.027, 0.881)
O (0.816, -0.160, 1.452)
S (0.943, 2.450, 1.573)
H (0.071, -1.873, 0.251)
H (-1.128, -0.036, -1.996)
H (-0.432, 1.864, -0.834)
H (1.296, 0.029, 2.277)



(b) ends up most stable, edging out the next structure by 0.1508 hartree.